A structure of composition C17H18BrClN3O7P2Ru, computed with ωB97M-V/def2-TZVPD.

Summary:
HOMO-LUMO gap (spin up / spin down) (eV): 7.31 / 7.39
E_tot (Ha): -5161.614641
Strongest force on any atom (eV/A): 0.9
HOMO energy (spin up / spin down) (eV): -7.48 / -8.69
LUMO (spin up / spin down) (eV): -0.2 / -1.3

The geometry in ORCA input format:
```
! wB97M-V def2-TZVPD RIJCOSX def2/J DEFGRID3
* xyz 0 6
Ru 0.28173 0.34627 -0.92131
O 2.79620 1.47166 -0.40971
P 2.85329 1.66878 -2.03528
O 4.21314 1.68944 -2.55725
O 1.85025 0.58849 -2.45161
O 2.11528 3.08717 -2.26401
P 0.86997 3.66602 -1.40882
O 1.58076 4.13728 -0.02802
O 0.23401 4.78895 -2.09352
O 0.03770 2.46421 -0.98639
H 3.31106 2.13190 0.07326
H 1.69985 5.09581 -0.05482
Cl -3.22918 0.10749 4.13998
C -2.93995 0.26677 2.43594
C -2.69425 1.52769 1.89879
C -2.44577 1.65458 0.55101
C -2.42436 0.51899 -0.30985
C -2.10694 0.67456 -1.68204
C -2.71203 -0.74314 0.27750
C -2.96647 -0.86327 1.62754
H -2.70492 2.39604 2.54160
H -2.24445 2.62652 0.12537
H -1.99552 1.66904 -2.08834
H -2.29612 -0.12297 -2.38412
H -2.74278 -1.62984 -0.34106
H -3.17982 -1.82797 2.06359
Br 0.20649 -2.46170 1.43202
C 0.35583 -0.74689 2.20349
C 0.38248 -0.65121 3.58749
C 0.51755 0.60614 4.14330
C 0.62703 1.70341 3.30037
C 0.58659 1.50702 1.93530
N 0.44870 0.29367 1.38320
H 0.29054 -1.53992 4.19213
H 0.53097 0.72534 5.21561
H 0.73969 2.70376 3.68478
H 0.65755 2.33407 1.23756
N 2.56173 -1.93962 -1.42705
C 1.43100 -2.61428 -1.74409
C 1.45661 -4.01400 -1.91444
C 0.29773 -4.67841 -2.21811
C -0.88082 -3.94951 -2.37446
C -0.82799 -2.59105 -2.18160
N 0.27780 -1.91728 -1.83677
H 3.42223 -2.45735 -1.47810
H 2.59786 -0.98732 -1.77863
H 2.39381 -4.53738 -1.80802
H 0.30488 -5.74994 -2.35012
H -1.81275 -4.42519 -2.63432
H -1.72613 -2.00284 -2.28797
*
```

Löwdin atomic charge list, values in e, 5 entries:
1. Ru 1.4399
2. O -0.1991
3. P 0.1926
4. O -0.2517
5. O -0.4219

***

The molecule Cl2H8Si4, computed with ωB97M-V/def2-TZVPD.

Summary:
HOMO-LUMO gap (eV): 8.72
E_tot (Ha): -2083.126428
Strongest force on any atom (eV/A): 4.0
HOMO energy (eV): -9.20
LUMO (eV): -0.5
SMILES: [SiH3][Si@@H](Cl)[Si@@H]([SiH3])Cl

The geometry in ORCA input format:
```
! wB97M-V def2-TZVPD RIJCOSX def2/J DEFGRID3
* xyz 0 1
Si 0.03420 1.75794 -2.94203
Si -1.00439 1.46442 -0.98251
Cl -2.34063 -0.23873 -0.71339
Si 0.38099 1.40597 1.42012
Si -0.67843 0.41753 3.28617
Cl 2.21948 0.59290 0.82218
H 1.24848 1.10627 -3.03809
H -0.55618 1.15097 -4.19087
H 0.10162 3.15006 -3.46786
H -1.96773 2.47281 -0.70139
H 0.64936 2.67946 1.83791
H 0.17165 0.50834 4.39534
H -1.91053 1.28003 3.59598
H -1.33501 -0.92382 3.02056
*
```

Löwdin atomic charge list, values in e, 5 entries:
1. Si 0.4081
2. Si 0.0284
3. Cl 0.0451
4. Si -0.0059
5. Si 0.4367

***

- Which value of E_tot does entry 1 give?
  -5161.614641 Ha